21
Properties=species:S:1:pos:R:3:forces:R:3 method="wB97M-V/def2-TZVPD" total_charge=0 smiles="C/C=C/CCC.O" homo_energy_ev=-8.9 relative_energy_kj_mol=241.3 total_energy_ha=-312.16314
C 1.914069 -0.879023 0.751230 -0.841 -0.196 0.917
C 0.992932 0.206715 1.360810 -1.859 -0.060 2.810
C 0.411386 1.198267 0.417308 1.236 1.020 -1.728
C -0.982791 0.790536 0.038264 1.124 -0.969 -1.168
C -2.135060 1.352781 0.368947 -0.480 -0.230 -0.671
C -3.420965 0.918838 -0.294379 -1.420 2.911 0.440
H 1.661689 -1.105327 -0.364460 0.884 0.594 1.966
H 1.554473 -1.757373 1.355548 1.244 0.235 -0.836
H 2.982838 -0.565490 1.039781 -1.438 -0.975 -1.087
H 1.451500 0.812906 2.209403 -0.049 -1.186 -0.938
H -0.014690 -0.197490 1.845950 2.432 -0.025 -0.517
H 1.154387 1.147762 -0.436954 -1.286 0.350 0.133
H 0.547985 2.224012 0.782673 -0.656 -0.127 0.064
H -0.933497 -0.180587 -0.590891 -0.606 1.624 0.953
H -2.248441 2.276092 0.978348 0.505 -0.723 -0.434
H -4.290832 1.094776 0.387951 0.600 -0.708 -0.302
H -3.513674 -0.002581 -0.830092 0.417 -0.686 0.055
H -3.627766 1.746236 -1.038460 0.208 -0.870 0.332
H 2.478110 -2.994030 -3.412846 0.229 -0.529 3.433
H 3.464202 -2.936050 -2.193336 0.560 0.128 0.151
O 2.554142 -3.150971 -2.374795 -0.804 0.421 -3.572

21
Properties=species:S:1:pos:R:3:forces:R:3 method="wB97M-V/def2-TZVPD" total_charge=0 homo_energy_ev="-10.3 / -7.9" relative_energy_kj_mol=493.1 total_energy_ha=-312.06723
C -3.350839 0.486628 0.251773 -0.669 0.061 0.503
C -2.067464 0.942719 -0.285768 0.454 -0.125 -0.676
C -0.830963 0.486585 0.508241 -0.103 0.153 -0.075
C 0.422951 0.408742 -0.360837 -0.006 -0.028 0.018
C 1.626447 -0.187604 0.365139 0.039 0.021 -0.033
C 2.763673 -0.487935 -0.595888 -0.417 0.199 -0.169
O 3.845394 -1.013220 0.145522 0.344 -0.139 -0.112
H -3.275242 -4.598271 1.437181 0.001 0.003 -0.001
H -4.262163 1.053251 0.084696 0.148 -0.149 0.016
H -3.428736 -0.451400 0.792592 0.027 0.116 -0.099
H -1.979754 0.514154 -1.311231 0.103 0.144 0.224
H -2.071039 2.029483 -0.451660 0.071 -0.171 0.130
H -0.671381 1.167730 1.353878 0.016 -0.135 -0.074
H -1.028866 -0.503730 0.937862 0.013 0.090 -0.071
H 0.675335 1.406322 -0.748433 -0.046 -0.138 0.052
H 0.193352 -0.213738 -1.238674 0.028 0.085 0.111
H 1.989310 0.492593 1.145750 -0.055 -0.079 -0.098
H 1.341037 -1.122269 0.864664 0.021 0.116 -0.062
H 2.412612 -1.207653 -1.354277 0.090 0.087 0.132
H 3.053117 0.433355 -1.129120 -0.004 -0.140 0.111
H 4.539468 -1.264852 -0.474731 -0.054 0.026 0.173

22
Properties=species:S:1:pos:R:3:forces:R:3 method="wB97M-V/def2-TZVPD" total_charge=-1 homo_energy_ev="0.5 / -3.4" s2=0.765 relative_energy_kj_mol=257.4 total_energy_ha=-387.33055 spin_multiplicity=2
C -0.176156 -1.045335 -0.349336 3.990 -1.394 -1.784
C -1.263184 -0.568600 0.429572 -1.322 -1.650 0.112
C -2.055352 0.478806 0.153602 0.365 3.214 -2.469
C -1.749902 1.627510 -0.758695 -0.415 -0.042 -1.245
C -0.513058 2.177811 -1.018096 1.705 -1.523 1.995
C -1.691320 -1.780327 1.155570 -1.896 0.997 2.746
H -0.003527 -2.225357 -0.400445 -0.451 2.545 0.274
H 0.685853 -0.564777 0.094920 1.378 -0.623 0.730
H 0.100060 -0.648046 -1.314055 -1.109 0.183 -0.953
H -2.997374 0.615851 0.596693 -1.318 -0.326 0.876
H -2.474167 2.123231 -1.457345 -0.527 -0.905 1.159
H 0.231045 1.756932 -0.349002 0.467 -0.002 0.218
H 0.045483 2.720326 -1.763099 -1.024 0.656 -0.835
H -0.906892 -2.275994 1.716366 0.365 -0.456 -0.443
H -2.334164 -2.432782 0.593930 0.235 -0.964 -0.960
H -2.387397 -1.534097 1.951946 -0.383 0.419 0.568
H 1.924202 1.570002 -2.414925 1.385 -2.182 1.106
H 3.420120 0.943918 -1.989122 -2.530 -0.175 -0.332
O 2.421644 0.724901 -2.060056 1.138 2.240 -0.702
H 3.242716 -0.562344 1.689633 0.038 -0.425 0.168
H 2.138949 -0.915717 2.688988 2.374 -0.963 -0.726
O 3.079472 -1.213693 2.395032 -2.466 1.376 0.497

22
Properties=species:S:1:pos:R:3:forces:R:3 method="wB97M-V/def2-TZVPD" total_charge=0 homo_energy_ev=-7.8 relative_energy_kj_mol=743.7 total_energy_ha=-387.22424
O -2.245075 -1.780168 0.862376 -0.342 0.472 -0.669
C -1.836851 -1.247114 -0.183490 -0.634 -1.079 -0.462
C -1.765063 0.141675 -0.418351 -0.860 0.137 -0.134
C -0.798100 0.742153 -1.362079 -0.535 -0.257 1.024
C 0.245085 1.658323 -0.667100 -0.919 -0.112 0.039
C 0.929707 0.944953 0.499402 -0.039 0.557 0.561
C 2.082374 0.034879 0.130488 0.141 -0.680 -0.212
H -1.510181 -1.937322 -0.990590 0.413 0.235 0.015
H 0.811971 -0.205679 -2.300671 -1.100 -0.067 0.916
H -2.446896 0.696692 0.224862 1.271 0.600 0.901
H -0.346727 -0.331730 -1.495860 1.536 0.024 -1.506
H -1.242173 1.178834 -2.249403 0.605 -0.644 -0.658
H 0.969709 2.027006 -1.387014 0.048 0.121 -0.094
H -0.339543 2.504055 -0.306550 0.130 0.202 0.140
H 1.328593 1.727237 1.161724 -0.225 -0.167 -0.067
H 0.174351 0.367831 1.072713 0.456 0.426 -0.145
H 1.724451 -0.954311 -0.167879 0.024 -0.063 0.188
H 2.766620 -0.109634 0.985604 -0.301 0.027 -0.433
H 2.658300 0.391982 -0.735167 0.015 0.285 0.204
H -0.143048 -2.385313 3.048530 0.102 0.043 0.050
H -0.914526 -1.797608 1.867335 0.401 0.123 0.485
O -0.102977 -1.666739 2.411117 -0.186 -0.182 -0.141

22
Properties=species:S:1:pos:R:3:forces:R:3 method="wB97M-V/def2-TZVPD" total_charge=0 smiles=CCC[C@H](O)[C@@H](C)O homo_energy_ev=-8.3 relative_energy_kj_mol=248.0 total_energy_ha=-387.41304
C -0.281778 -0.561450 0.171627 3.545 -3.403 -1.865
C 0.988074 -1.731873 -0.570352 -2.133 0.387 2.185
C -0.089999 0.568489 -0.699256 -4.010 4.270 0.490
C -1.496093 1.722387 -0.401867 2.398 -1.085 -1.250
C 2.379285 -1.192314 -0.820300 -0.033 0.572 0.013
C -1.911233 1.949832 1.030964 0.160 0.134 0.292
O 0.132601 -0.379559 1.487739 -0.293 0.123 0.598
O 1.030141 -2.776221 0.392007 0.238 0.045 -0.059
H -0.625733 -0.503845 2.076626 0.378 0.030 -0.176
H 1.282455 -2.354899 1.231815 -0.185 -0.131 -0.288
H -1.231891 -1.088832 0.099873 0.044 0.018 -0.132
H 0.544081 -2.142438 -1.479025 -0.084 0.049 0.102
H -0.195802 0.343135 -1.758126 0.205 -0.123 0.068
H 0.794043 1.164765 -0.475645 0.030 -0.259 -0.051
H -2.349011 1.408690 -1.011005 0.218 -0.286 0.028
H -1.131875 2.653102 -0.845930 -0.099 0.000 0.069
H 3.093164 -2.000042 -1.030615 -0.392 0.010 0.023
H 2.391508 -0.509789 -1.674085 0.031 0.027 0.084
H 2.761563 -0.656121 0.056194 -0.099 0.003 -0.065
H -1.070367 2.312254 1.630560 -0.071 -0.251 0.038
H -2.682410 2.729107 1.105741 0.052 -0.210 -0.173
H -2.330724 1.045625 1.483060 0.099 0.081 0.067

22
Properties=species:S:1:pos:R:3:forces:R:3 method="wB97M-V/def2-TZVPD" total_charge=0 smiles="CC(C)CCC=O.O" homo_energy_ev=-9.8 relative_energy_kj_mol=172.3 total_energy_ha=-387.44190
O -3.066782 -0.619125 -1.863032 -0.100 -0.061 -0.155
C -2.021692 -1.129165 -1.573341 0.607 -0.287 0.651
C -0.709648 -0.393621 -1.471527 -0.133 2.037 0.213
C 0.394635 -0.992011 -0.603131 -1.119 -1.577 -1.381
C 1.802531 -0.503984 -0.966890 -1.187 0.374 3.327
C 2.762127 -1.123365 0.072267 1.701 -0.655 -1.051
C 1.823377 1.056689 -0.659275 2.018 -2.446 -2.617
H -1.947357 -2.207909 -1.286841 -0.233 0.081 -0.241
H -0.963675 0.665306 -1.214928 0.119 -0.721 0.091
H -0.303252 -0.255717 -2.466863 -0.005 -0.317 -0.605
H 0.167965 -0.882736 0.453587 0.191 0.220 0.205
H 0.254828 -2.082242 -0.823176 0.684 0.415 0.412
H 2.031122 -0.732579 -2.002005 0.195 0.039 -0.068
H 2.869776 -0.478321 0.943153 -0.394 -0.286 0.223
H 3.787139 -1.185353 -0.328813 -0.072 0.561 -0.163
H 2.673779 -2.186908 0.331733 -0.929 0.292 0.181
H 2.904011 1.205083 -0.588924 -0.153 0.758 0.618
H 1.614116 1.418494 -1.656825 -0.900 1.283 0.294
H 1.254131 1.342230 0.203605 -0.291 0.290 0.065
H -1.183085 2.107113 5.107209 0.265 0.469 -0.498
H -1.830638 2.670673 6.259473 -0.243 0.600 0.416
O -1.392777 2.985195 5.463040 -0.023 -1.070 0.083

22
Properties=species:S:1:pos:R:3:forces:R:3 method="wB97M-V/def2-TZVPD" total_charge=0 smiles="C=C/C(C)=C/C.O.O" homo_energy_ev=-8.6 relative_energy_kj_mol=149.0 total_energy_ha=-387.45076
C -0.087696 1.346568 1.386768 -0.714 0.168 -0.087
C 0.169737 0.350285 2.225852 0.015 -0.047 0.292
C -0.960162 0.044911 -0.488785 -0.194 0.077 0.062
C -0.490893 1.210376 -0.025620 0.142 -0.192 -0.217
C -0.495206 2.459891 -0.858396 0.711 0.249 0.329
C -1.318395 -0.220209 -1.919427 0.245 0.039 -0.192
H -0.167656 2.362757 1.756709 -0.017 0.038 0.256
H 0.333158 -0.672817 1.921303 -0.172 -0.144 -0.223
H 0.151164 0.508163 3.295707 0.438 0.218 0.032
H -1.126714 -0.734141 0.245617 0.122 -0.234 -0.161
H 0.474105 2.960596 -0.830123 0.182 -0.054 -0.015
H -1.174467 3.191875 -0.411055 -0.231 -0.147 -0.217
H -0.727177 2.273695 -1.899245 -0.282 0.115 -0.021
H -2.347882 0.035039 -2.162889 -0.178 0.031 0.072
H -1.166602 -1.257514 -2.203885 -0.046 -0.207 0.199
H -0.671842 0.354430 -2.579764 -0.059 0.065 -0.115
H 1.192617 -0.482794 -0.596202 0.201 0.023 0.036
H 2.725204 -0.767051 -0.559554 -0.044 0.106 0.098
O 1.877962 -1.134220 -0.822323 -0.085 -0.107 -0.247
H 0.372885 -3.850994 0.700646 -0.057 0.083 0.166
H 1.087298 -2.654565 0.077663 0.006 0.265 0.305
O 0.586867 -2.926199 0.867913 0.019 -0.345 -0.351

22
Properties=species:S:1:pos:R:3:forces:R:3 method="wB97M-V/def2-TZVPD" total_charge=0 smiles=CO[C@@H](O)C(C)(C)C homo_energy_ev=-9.8 relative_energy_kj_mol=86.4 total_energy_ha=-387.47461
C 0.240395 0.202596 -0.623021 1.042 1.361 -0.081
C -0.201317 0.800962 0.714097 -1.727 -0.978 0.459
C -1.250699 -1.130427 1.849834 0.252 -0.180 0.031
C 0.990002 -1.118852 -0.483435 -0.134 0.198 0.101
C -0.944803 0.079343 -1.573068 0.124 0.001 0.341
C 1.233652 1.300642 -1.163423 -0.403 -1.056 -0.152
O -1.392322 0.146208 1.271137 0.682 0.912 -0.266
O 0.847700 0.783971 1.631657 0.093 -0.068 0.050
H 0.504437 1.060616 2.490388 -0.009 0.120 -0.148
H -0.584518 1.820830 0.547525 0.133 -0.231 0.036
H -0.254895 -1.264061 2.288414 -0.142 -0.067 -0.031
H -1.424551 -1.929596 1.119950 0.006 0.047 0.045
H -2.000732 -1.211239 2.639603 0.060 -0.013 -0.065
H 0.308400 -1.932100 -0.250661 -0.003 -0.142 0.000
H 1.495877 -1.349345 -1.419133 0.018 -0.063 -0.082
H 1.734241 -1.046666 0.305072 0.098 -0.074 0.035
H -1.439278 1.040188 -1.698058 -0.081 0.104 -0.066
H -1.674879 -0.621997 -1.177275 -0.094 -0.093 -0.028
H -0.605479 -0.271021 -2.545475 0.023 -0.010 -0.105
H 1.637235 0.944947 -2.108236 0.099 0.097 -0.198
H 0.718994 2.242413 -1.338000 -0.048 0.101 0.028
H 2.062539 1.452588 -0.477890 0.011 0.033 0.097

What did the seventh record say?
22
Properties=species:S:1:pos:R:3:forces:R:3 method="wB97M-V/def2-TZVPD" total_charge=0 smiles="C=C/C(C)=C/C.O.O" homo_energy_ev=-8.6 relative_energy_kj_mol=149.0 total_energy_ha=-387.45076
C -0.087696 1.346568 1.386768 -0.714 0.168 -0.087
C 0.169737 0.350285 2.225852 0.015 -0.047 0.292
C -0.960162 0.044911 -0.488785 -0.194 0.077 0.062
C -0.490893 1.210376 -0.025620 0.142 -0.192 -0.217
C -0.495206 2.459891 -0.858396 0.711 0.249 0.329
C -1.318395 -0.220209 -1.919427 0.245 0.039 -0.192
H -0.167656 2.362757 1.756709 -0.017 0.038 0.256
H 0.333158 -0.672817 1.921303 -0.172 -0.144 -0.223
H 0.151164 0.508163 3.295707 0.438 0.218 0.032
H -1.126714 -0.734141 0.245617 0.122 -0.234 -0.161
H 0.474105 2.960596 -0.830123 0.182 -0.054 -0.015
H -1.174467 3.191875 -0.411055 -0.231 -0.147 -0.217
H -0.727177 2.273695 -1.899245 -0.282 0.115 -0.021
H -2.347882 0.035039 -2.162889 -0.178 0.031 0.072
H -1.166602 -1.257514 -2.203885 -0.046 -0.207 0.199
H -0.671842 0.354430 -2.579764 -0.059 0.065 -0.115
H 1.192617 -0.482794 -0.596202 0.201 0.023 0.036
H 2.725204 -0.767051 -0.559554 -0.044 0.106 0.098
O 1.877962 -1.134220 -0.822323 -0.085 -0.107 -0.247
H 0.372885 -3.850994 0.700646 -0.057 0.083 0.166
H 1.087298 -2.654565 0.077663 0.006 0.265 0.305
O 0.586867 -2.926199 0.867913 0.019 -0.345 -0.351